# 1
{
  "formula": "C3H11N3",
  "method": "ωB97M-V/def2-TZVPD",
  "lumo_energy_ev": 1.09,
  "e_homo_ev": -9.24,
  "smiles": "NCCN.C=N",
  "de_lowest_kj_mol": 160.1,
  "orbital_gap_ev": 10.33,
  "species": ["C", "N", "H", "H", "H", "N", "C", "C", "N", "H", "H", "H", "H", "H", "H", "H", "H"],
  "positions_angstrom": [[-2.3482, 3.4217, -0.1289], [-1.6908, 2.3940, -0.4523], [-2.5506, 4.1962, -0.8680], [-2.7067, 3.6220, 0.8858], [-1.7973, 1.6554, 0.2432], [1.4353, -3.1704, -0.0468], [0.7711, -1.9901, 0.5136], [1.2649, -0.7328, -0.1782], [0.5042, 0.4439, 0.2596], [1.1167, -3.3119, -1.0008], [1.1083, -3.9952, 0.4456], [0.9641, -1.9440, 1.5844], [-0.3214, -2.0041, 0.3707], [2.3287, -0.5881, 0.0167], [1.1814, -0.9096, -1.2621], [0.9285, 1.2447, -0.1919], [-0.4414, 0.3398, -0.0705]],
  "atomic_forces_ev_per_a": [[0.2, 0.2, 0.3], [-1.0, -0.4, -0.7], [0.4, 0.1, 0.0], [-0.4, -0.2, -0.1], [0.6, 0.5, 0.5], [-0.3, -0.2, 0.1], [-0.2, 0.1, -0.3], [0.0, -0.2, -0.1], [0.8, -0.6, 0.1], [0.1, 0.1, 0.0], [0.2, 0.0, 0.1], [0.0, 0.0, 0.0], [0.0, -0.1, 0.2], [0.0, 0.0, 0.1], [0.0, 0.0, 0.0], [-0.5, 0.2, 0.0], [0.0, 0.2, -0.3]]
}

# 2
{
  "formula": "C4H8O2",
  "method": "ωB97M-V/def2-TZVPD",
  "lumo_energy_ev": 0.76,
  "e_homo_ev": -9.76,
  "smiles": "O[C@H]1[C@H]2C[C@@H]12.O",
  "de_lowest_kj_mol": 337.6,
  "orbital_gap_ev": 10.52,
  "species": ["C", "C", "C", "O", "C", "O", "H", "H", "H", "H", "H", "H", "H", "H"],
  "positions_angstrom": [[1.1930, -0.3746, 0.0573], [0.5741, 0.2099, 1.2700], [-0.7086, 0.7037, 0.6786], [-0.8641, 1.5489, -0.4423], [-0.2688, -0.6832, 0.4657], [-0.7823, -1.0242, -1.9769], [1.9253, -1.1746, 0.1718], [0.1039, -0.9579, -1.5986], [1.5143, 0.3344, -0.7221], [0.8863, 0.1315, 2.2944], [-1.4948, 0.8812, 1.4121], [-0.1164, 2.1489, -0.5216], [-0.8316, -1.5948, 0.6603], [-1.1304, -0.1493, -1.7487]],
  "atomic_forces_ev_per_a": [[0.0, -0.1, 0.2], [0.2, 0.4, 0.6], [0.0, -0.1, 0.3], [0.3, 0.3, 0.1], [0.3, -0.1, 0.1], [-0.1, 0.2, -0.8], [-0.3, 0.1, 0.2], [-0.4, -0.3, -0.4], [-0.6, -0.5, -0.1], [0.0, 0.2, 0.2], [0.0, -0.2, -0.2], [0.0, 0.1, 0.1], [0.7, 0.2, -0.1], [-0.1, -0.1, -0.2]]
}

# 3
{
  "formula": "C3H13NO2S",
  "method": "ωB97M-V/def2-TZVPD",
  "lumo_energy_ev": 0.41,
  "e_homo_ev": -9.19,
  "smiles": "CNCCS.O.O",
  "de_lowest_kj_mol": 274.4,
  "orbital_gap_ev": 9.60,
  "species": ["C", "N", "C", "C", "S", "H", "H", "H", "H", "H", "H", "H", "H", "H", "H", "H", "O", "H", "H", "O"],
  "positions_angstrom": [[-1.1404, -0.9914, -0.4524], [-0.2656, 0.3023, -0.9784], [-0.3529, 1.6668, -0.3870], [1.0177, 2.2883, -0.1914], [0.8389, 3.5800, 1.0625], [-0.6529, -1.3896, 0.4590], [-2.2971, -0.8171, -0.5011], [-1.1909, -1.7948, -1.3624], [-0.3006, 0.2183, -1.9631], [-0.6923, 1.6510, 0.6725], [-1.0862, 2.4751, -0.7203], [1.3435, 2.7983, -1.0317], [1.7670, 1.4514, -0.0680], [1.5951, 2.9711, 2.0996], [-0.9308, -4.0217, 2.7256], [-2.2804, -4.4126, 3.2651], [-1.3623, -4.4205, 3.5402], [1.4064, -0.1426, -2.3705], [2.4446, -0.6593, -1.4762], [2.1393, -0.7532, -2.3221]],
  "atomic_forces_ev_per_a": [[-0.7, 1.1, -3.6], [-1.7, -1.8, 2.0], [-1.3, -0.3, 1.4], [0.2, -1.6, 0.5], [1.6, -0.6, 1.7], [-0.8, 0.3, -0.6], [2.1, 0.3, 1.2], [1.2, 1.8, 2.2], [-0.5, 0.6, -0.9], [-0.1, -1.1, -0.6], [0.7, -1.3, -0.7], [0.6, 1.0, -1.9], [-0.7, 1.1, 0.6], [-1.0, 0.7, -1.3], [-0.5, -0.8, 1.6], [-0.4, -0.1, 0.2], [0.9, 0.9, -1.8], [-0.1, 0.1, 0.1], [1.2, 0.3, 3.4], [-0.7, -0.6, -3.6]]
}